[1]
DFT (ωB97M-V/def2-TZVPD) results for a molecular structure, C16H18AuB2F4N5O4.

- gap between HOMO and LUMO (eV) = 7.008
- LUMO energy (eV) = -9.174
- E_HOMO (eV) = -16.18
- strongest force on any atom (eV/Å) = 1.870

Structure (ORCA input):
```
! wB97M-V def2-TZVPD RIJCOSX def2/J DEFGRID3
* xyz 2 1
Au 0.14 0.00 -1.07
C -1.71 3.80 -1.35
C -1.36 2.37 -1.23
N -0.13 1.96 -1.08
O 0.93 2.73 -0.98
B 2.07 2.07 -0.17
F 2.92 2.99 0.22
F 1.42 1.37 0.85
O 2.80 1.00 -1.00
N 2.12 -0.12 -1.13
C 2.63 -1.31 -1.23
C 4.08 -1.58 -1.23
C 1.63 -2.38 -1.29
N 0.40 -1.95 -1.17
O -0.66 -2.75 -1.10
B -1.77 -2.14 -0.27
F -2.62 -3.05 0.15
F -1.10 -1.48 0.78
O -2.53 -1.02 -1.00
N -1.84 0.10 -1.09
C -2.35 1.29 -1.23
C -3.80 1.53 -1.36
C 1.93 -3.81 -1.42
H -0.85 4.42 -1.09
H -2.56 4.06 -0.72
H -2.00 4.02 -2.38
H 4.62 -0.68 -0.92
H 4.41 -1.87 -2.23
H 4.31 -2.40 -0.56
H -4.37 0.66 -1.04
H -4.05 1.72 -2.41
H -4.11 2.41 -0.79
H 2.97 -3.99 -1.69
H 1.26 -4.27 -2.15
H 1.71 -4.32 -0.47
C -0.41 -0.13 3.38
C -1.77 -0.05 3.22
C -2.42 1.21 2.99
C -3.77 1.28 2.79
C -4.56 0.12 2.72
C -3.96 -1.13 2.96
C -2.61 -1.20 3.17
C -5.94 0.22 2.51
N -7.06 0.35 2.32
H 0.07 -1.08 3.52
H 0.21 0.75 3.34
H -1.80 2.10 3.01
H -4.26 2.25 2.75
H -4.58 -2.02 2.98
H -2.13 -2.17 3.24
*
```

=====

[2]
DFT (ωB97M-V/def2-TZVPD) results for a molecular structure, C16H18BFN6Pt.

- gap between HOMO and LUMO (spin up / spin down) (eV) = 8.876 / 4.963
- LUMO energy (spin up / spin down) (eV) = -13.696 / -17.449
- E_HOMO (spin up / spin down) (eV) = -22.57 / -22.41
- strongest force on any atom (eV/Å) = 17.327
- expectation value of S² = 6.04

Structure (ORCA input):
```
! wB97M-V def2-TZVPD RIJCOSX def2/J DEFGRID3
* xyz 4 5
C 0.55 2.58 0.57
N 0.75 1.32 0.13
N 0.91 1.35 -1.22
C 0.82 2.63 -1.64
C 0.60 3.46 -0.53
B 1.06 0.07 -2.13
N 2.22 -0.79 -1.57
N 2.32 -1.11 -0.26
C 3.41 -1.87 -0.11
C 4.04 -2.07 -1.35
C 3.25 -1.36 -2.25
Pt 0.83 -0.40 1.13
N -0.24 -0.73 -2.20
N -0.86 -1.24 -1.09
C -2.00 -1.80 -1.53
C -2.13 -1.66 -2.94
C -0.98 -0.98 -3.32
H -2.67 -2.28 -0.82
H -0.63 -0.65 -4.30
H -2.93 -2.03 -3.58
H 1.35 0.47 -3.24
H 3.34 -1.21 -3.33
H 0.92 2.87 -2.70
H 4.95 -2.64 -1.56
H 0.48 4.54 -0.52
H 3.70 -2.23 0.88
H 0.41 2.77 1.63
H 0.01 -1.95 0.84
C 0.61 -1.99 1.77
H 1.40 -2.74 1.66
H 1.24 -1.01 2.40
H -0.04 -2.19 2.63
F -4.49 2.07 3.67
C -3.36 1.59 3.09
C -2.56 0.68 3.77
C -1.40 0.17 3.17
C -1.00 0.58 1.88
C -1.86 1.49 1.20
C -3.02 1.98 1.80
H -2.83 0.36 4.77
H -0.81 -0.52 3.74
H -1.69 1.79 0.18
H -3.66 2.67 1.26
*
```

=====

[3]
DFT (ωB97M-V/def2-TZVPD) results for 4 unconnected molecules or ions with the total composition C16H18Cl4N2O4.

- gap between HOMO and LUMO (eV) = 9.455
- relative energy (zero: lowest compared OMol25 entry of this formula, charge and spin) (eV) = 0.233
- LUMO energy (eV) = -0.716
- SMILES string = O=[N+]([O-])c1ccccc1.O=[N+]([O-])c1ccccc1.ClCCCl.ClCCCl
- E_HOMO (eV) = -10.17
- strongest force on any atom (eV/Å) = 2.075

Structure (ORCA input):
```
! wB97M-V def2-TZVPD RIJCOSX def2/J DEFGRID3
* xyz 0 1
Cl -4.30 1.32 6.86
C -3.50 1.71 5.32
C -2.89 0.47 4.70
Cl -2.15 0.90 3.14
H -2.77 2.48 5.56
H -4.20 2.16 4.61
H -3.62 -0.31 4.51
H -2.11 0.03 5.31
Cl -4.16 -2.58 -0.92
C -2.46 -1.99 -0.99
C -2.23 -0.86 0.00
Cl -3.40 0.46 -0.16
H -2.25 -1.69 -2.01
H -1.92 -2.87 -0.67
H -1.21 -0.47 -0.09
H -2.28 -1.23 1.03
C 0.98 -1.22 2.97
C 1.90 -0.37 2.34
C 2.27 -0.63 1.03
C 1.67 -1.65 0.31
C 0.74 -2.49 0.93
C 0.45 -2.29 2.28
N 1.97 -1.78 -1.12
O 2.91 -1.17 -1.58
O 1.26 -2.55 -1.73
H 0.74 -0.90 3.97
H 2.32 0.43 2.93
H 2.97 0.06 0.57
H 0.18 -3.21 0.36
H -0.29 -2.95 2.70
C 3.17 2.95 -3.60
C 2.99 2.30 -4.82
C 1.99 1.35 -4.90
C 1.21 1.05 -3.79
C 1.44 1.65 -2.55
C 2.30 2.73 -2.52
N 0.06 0.16 -3.94
O -0.26 -0.19 -5.05
O -0.54 -0.14 -2.93
H 3.94 3.69 -3.39
H 3.71 2.39 -5.62
H 1.85 0.77 -5.80
H 0.92 1.28 -1.68
H 2.62 3.20 -1.59
*
```

=====

[4]
DFT (ωB97M-V/def2-TZVPD) results for 3 unconnected molecules or ions with the total composition C16H18F10N5O5PS2.

- gap between HOMO and LUMO (eV) = 5.997
- LUMO energy (eV) = -3.013
- SMILES string = NP(O)c1c(C(F)(F)F)c(S(=O)(=O)C(F)(F)C(F)(F)C(F)(F)F)cc2nsnc12.CNC(C)=O.CNC(C)=O
- E_HOMO (eV) = -9.01
- strongest force on any atom (eV/Å) = 9.634

Structure (ORCA input):
```
! wB97M-V def2-TZVPD RIJCOSX def2/J DEFGRID3
* xyz 0 1
N 1.12 4.81 5.00
P 1.49 3.05 5.29
O 3.18 2.93 5.76
C 1.17 2.17 3.60
C 0.06 0.93 3.41
C -0.81 0.32 4.64
F -1.25 -1.08 4.51
F -0.12 0.36 5.98
F -2.00 1.24 4.82
C -0.09 0.40 1.83
S -1.32 -0.91 1.27
O -1.17 -1.11 -0.29
O -1.00 -2.35 1.84
C -3.13 -0.42 1.50
F -3.92 -1.55 0.88
F -3.58 -0.33 2.90
C -3.55 0.92 0.60
F -2.40 1.60 -0.03
F -4.46 0.50 -0.52
C -4.37 2.05 1.47
F -5.70 1.49 1.82
F -3.63 2.61 2.62
F -4.61 3.20 0.52
C 0.85 1.05 0.60
C 1.96 2.24 0.81
N 2.87 2.86 -0.22
S 3.77 4.03 0.75
N 3.12 3.88 2.40
C 2.08 2.78 2.35
H 0.99 4.87 3.95
H 0.14 4.98 5.39
H 3.17 2.84 6.78
H 0.73 0.65 -0.52
C -1.05 -3.02 -2.64
C -0.81 -4.07 -3.68
O 0.13 -4.00 -4.47
N -1.68 -5.12 -3.75
C -2.83 -5.38 -2.92
H -0.28 -2.24 -2.71
H -2.03 -2.55 -2.79
H -1.00 -3.46 -1.64
H -1.45 -5.79 -4.48
H -2.69 -6.35 -2.43
H -3.71 -5.44 -3.57
H -2.99 -4.61 -2.17
C 2.24 1.10 -3.75
C 2.60 -0.16 -3.01
O 1.85 -0.65 -2.16
N 3.78 -0.76 -3.30
C 4.79 -0.35 -4.25
H 1.27 1.46 -3.41
H 2.99 1.88 -3.55
H 2.18 0.90 -4.82
H 3.95 -1.61 -2.76
H 4.92 -1.16 -4.97
H 5.72 -0.20 -3.71
H 4.51 0.56 -4.78
*
```

=====

[5]
DFT (ωB97M-V/def2-TZVPD) results for a single C16H18FN5O molecule.

- gap between HOMO and LUMO (eV) = 8.291
- relative energy (zero: lowest compared OMol25 entry of this formula, charge and spin) (eV) = 0.000
- LUMO energy (eV) = 0.443
- SMILES string = Fc1ccc2[nH]c3c(NCCN4CCOCC4)ncnc3c2c1
- E_HOMO (eV) = -7.85
- strongest force on any atom (eV/Å) = 0.939

Structure (ORCA input):
```
! wB97M-V def2-TZVPD RIJCOSX def2/J DEFGRID3
* xyz 0 1
F 5.83 1.31 -0.11
C 4.54 0.95 0.08
C 4.13 -0.32 -0.27
C 2.80 -0.64 -0.05
C 1.91 0.32 0.50
C 2.35 1.59 0.84
C 3.67 1.90 0.62
H 4.07 2.88 0.87
H 1.67 2.32 1.27
N 0.66 -0.23 0.64
C 0.71 -1.51 0.14
C -0.26 -2.52 0.00
N 0.09 -3.66 -0.60
C 1.35 -3.82 -0.99
N 2.35 -2.98 -0.86
C 2.01 -1.81 -0.30
H 1.57 -4.76 -1.47
N -1.57 -2.41 0.38
H -2.10 -3.24 0.19
C -2.02 -1.57 1.47
H -2.66 -2.16 2.13
C -2.83 -0.35 1.01
N -2.02 0.61 0.27
C -2.06 0.35 -1.17
C -1.14 1.34 -1.90
O -1.51 2.67 -1.64
C -1.48 2.93 -0.26
C -2.42 2.00 0.51
H -2.34 2.21 1.58
H -3.45 2.18 0.18
H -1.78 3.97 -0.13
H -0.45 2.80 0.12
H -1.22 1.20 -2.98
H -0.10 1.17 -1.60
H -1.73 -0.67 -1.36
H -3.09 0.47 -1.56
H -3.70 -0.68 0.42
H -3.21 0.14 1.92
H -1.16 -1.24 2.05
H -0.21 0.28 0.75
H 4.82 -1.03 -0.69
*
```

=====

[6]
DFT (ωB97M-V/def2-TZVPD) results for a single C16H18FNO molecule.

- gap between HOMO and LUMO (eV) = 9.351
- relative energy (zero: lowest compared OMol25 entry of this formula, charge and spin) (eV) = 0.000
- LUMO energy (eV) = 0.858
- SMILES string = OCCN(Cc1ccccc1)Cc1ccccc1F
- E_HOMO (eV) = -8.49
- strongest force on any atom (eV/Å) = 0.698

Structure (ORCA input):
```
! wB97M-V def2-TZVPD RIJCOSX def2/J DEFGRID3
* xyz 0 1
O 2.56 -0.67 -2.41
C 2.34 0.46 -1.61
H 1.89 1.21 -2.27
C 1.40 0.23 -0.41
N 0.02 0.07 -0.82
C -0.93 0.56 0.17
C -0.80 2.05 0.33
C -0.70 2.86 -0.79
C -0.60 4.23 -0.65
C -0.60 4.81 0.61
C -0.70 4.01 1.73
C -0.80 2.63 1.59
H -0.88 2.01 2.47
H -0.70 4.45 2.72
H -0.52 5.88 0.72
H -0.51 4.86 -1.53
H -0.70 2.40 -1.76
H -1.93 0.34 -0.21
H -0.82 0.06 1.15
C -0.30 -1.24 -1.36
C -0.40 -2.35 -0.33
C 0.69 -3.14 0.03
C 0.62 -4.11 1.00
C -0.58 -4.32 1.66
C -1.69 -3.56 1.32
C -1.59 -2.59 0.34
H -2.47 -2.02 0.07
H -2.63 -3.73 1.83
H -0.65 -5.07 2.43
H 1.50 -4.69 1.23
F 1.88 -2.97 -0.61
H -1.26 -1.15 -1.87
H 0.46 -1.48 -2.10
H 1.46 1.12 0.22
H 1.77 -0.62 0.19
H 3.29 0.85 -1.23
H 2.88 -1.39 -1.85
*
```

=====

[7]
DFT (ωB97M-V/def2-TZVPD) results for a molecular structure, C16H18IKN8O8S2Se.

- gap between HOMO and LUMO (eV) = 5.980
- relative energy (zero: lowest compared OMol25 entry of this formula, charge and spin) (eV) = 0.000
- LUMO energy (eV) = 3.524
- E_HOMO (eV) = -2.46
- strongest force on any atom (eV/Å) = 0.239

Structure (ORCA input):
```
! wB97M-V def2-TZVPD RIJCOSX def2/J DEFGRID3
* xyz -2 1
K -0.86 0.65 2.59
N -2.01 0.25 -0.57
N -2.85 -0.31 0.44
C -2.95 -1.59 0.44
N -3.69 -2.29 1.31
N -2.12 -2.36 -0.42
N -2.55 -2.53 -1.57
O -1.65 -3.21 -2.42
O -3.59 -2.26 -2.11
H -1.09 -0.19 -0.56
H -1.88 1.22 -0.33
H -3.50 0.84 1.62
H -4.20 -1.81 2.04
H -3.66 -3.31 1.26
O 3.40 -1.28 1.28
C 4.00 -0.37 0.49
C 5.30 -0.63 0.05
C 5.95 0.27 -0.77
C 5.32 1.45 -1.17
C 4.03 1.70 -0.73
C 3.34 0.81 0.09
C 1.94 1.09 0.55
O 1.36 0.19 1.24
N 1.46 2.26 0.18
N 0.17 2.48 0.62
C -0.36 3.50 0.09
S -1.99 4.02 0.53
C -2.23 4.92 -1.02
C -0.93 5.65 -1.32
S 0.44 4.47 -1.16
H 2.48 -0.91 1.42
H 5.77 -1.55 0.37
H 6.96 0.06 -1.11
H 5.83 2.15 -1.81
H 3.51 2.60 -1.03
H -3.06 5.61 -0.88
H -2.47 4.22 -1.82
H -0.79 6.48 -0.62
H -0.91 6.04 -2.34
I -3.23 -6.00 0.43
C -0.36 -3.33 -1.88
C -0.01 -4.51 -1.26
C 1.28 -4.58 -0.76
C 2.12 -3.49 -0.89
C 1.65 -2.37 -1.55
N 0.41 -2.28 -2.04
H -0.74 -5.31 -1.12
H 1.60 -5.48 -0.24
H 3.12 -3.49 -0.48
H 2.27 -1.49 -1.66
O -4.92 -0.54 3.34
Se -4.05 0.74 3.82
O -4.86 1.88 4.63
O -2.63 0.35 4.50
O -3.54 1.53 2.34
*
```

=====

[8]
DFT (ωB97M-V/def2-TZVPD) results for a molecular structure, C16H18IMgN3O2.

- gap between HOMO and LUMO (eV) = 6.763
- relative energy (zero: lowest compared OMol25 entry of this formula, charge and spin) (eV) = 2.751
- LUMO energy (eV) = -0.278
- E_HOMO (eV) = -7.04
- strongest force on any atom (eV/Å) = 1.914

Structure (ORCA input):
```
! wB97M-V def2-TZVPD RIJCOSX def2/J DEFGRID3
* xyz 0 1
C 1.79 0.55 2.83
C -3.07 0.73 1.64
H 1.81 -0.02 3.77
H 1.98 1.62 3.05
H 2.59 0.18 2.18
H -3.23 -0.06 0.90
H -4.01 1.22 1.91
H -2.37 1.49 1.29
C 1.09 -2.24 1.84
C 1.77 -3.38 1.40
C 1.44 -3.92 0.16
C 0.48 -3.25 -0.61
H 1.28 -1.82 2.83
H 2.54 -3.82 2.04
H 1.92 -4.82 -0.22
H 0.16 -3.65 -1.57
N 0.23 -1.56 1.07
C -0.06 -2.02 -0.17
C -0.91 -1.19 -1.06
N -1.31 0.01 -0.61
C -2.02 0.81 -1.40
C -1.99 -0.77 -3.20
C -2.39 0.48 -2.72
H -2.35 1.77 -0.99
H -2.97 1.19 -3.29
C -1.26 -1.61 -2.37
H -0.93 -2.59 -2.69
H -2.25 -1.08 -4.21
Mg -0.12 0.51 1.99
I -2.38 -0.23 3.45
O -0.74 3.21 0.81
C 0.27 2.77 0.25
C 1.10 3.46 -0.83
C 2.06 2.39 -1.32
C 1.74 1.16 -0.47
O 2.21 0.05 -0.62
N 0.78 1.52 0.47
H 0.43 3.83 -1.62
H 1.65 4.31 -0.39
H 1.92 2.15 -2.38
H 3.10 2.66 -1.15
*
```

=====

[9]
DFT (ωB97M-V/def2-TZVPD) results for a molecular structure, C16H18InS2.

- gap between HOMO and LUMO (eV) = 6.006
- LUMO energy (eV) = -5.549
- E_HOMO (eV) = -11.56
- strongest force on any atom (eV/Å) = 1.115

Structure (ORCA input):
```
! wB97M-V def2-TZVPD RIJCOSX def2/J DEFGRID3
* xyz 1 1
In 0.10 -0.37 -0.90
C -0.73 3.60 0.79
C 0.18 3.05 -0.29
C 1.09 4.14 -0.85
C 0.99 1.84 0.19
C 2.09 1.36 -0.56
C 2.87 0.28 -0.12
C 2.60 -0.36 1.09
C 3.43 -1.51 1.56
C 1.50 0.09 1.81
C 0.71 1.15 1.38
H -1.26 4.47 0.41
H -0.17 3.91 1.67
H -1.49 2.88 1.11
H -0.46 2.70 -1.11
H 1.84 4.45 -0.12
H 0.51 5.01 -1.11
H 1.62 3.83 -1.75
H 2.37 1.85 -1.49
H 3.70 -0.05 -0.73
H 3.07 -2.46 1.16
H 3.41 -1.58 2.65
H 4.47 -1.39 1.24
H 1.23 -0.41 2.74
H -0.13 1.46 1.99
S -2.13 -0.30 -0.04
C -2.50 -1.93 -0.48
C -3.84 -2.24 -0.82
C -4.19 -3.51 -1.18
C -3.21 -4.50 -1.31
C -1.90 -4.21 -1.06
C -1.52 -2.93 -0.60
S 0.15 -2.66 -0.28
H -4.57 -1.45 -0.77
H -5.22 -3.75 -1.40
H -3.49 -5.50 -1.63
H -1.12 -4.95 -1.20
*
```

=====

[10]
DFT (ωB97M-V/def2-TZVPD) results for a molecular structure, C16H18IrN3O5S2Se2.

- gap between HOMO and LUMO (spin up / spin down) (eV) = 6.012 / 4.362
- relative energy (zero: lowest compared OMol25 entry of this formula, charge and spin) (eV) = 1.744
- LUMO energy (spin up / spin down) (eV) = -3.442 / -6.427
- E_HOMO (spin up / spin down) (eV) = -9.45 / -10.79
- strongest force on any atom (eV/Å) = 1.428
- expectation value of S² = 8.79

Structure (ORCA input):
```
! wB97M-V def2-TZVPD RIJCOSX def2/J DEFGRID3
* xyz 1 6
Ir 0.10 0.47 -1.25
O 1.25 -1.96 -0.06
C 2.63 -1.94 0.27
C 3.12 -0.56 0.67
C 4.44 -0.85 1.43
O 5.14 0.31 1.84
C 3.50 0.35 -0.51
Se 2.38 0.38 -2.12
C 2.21 0.16 1.67
Se 0.56 1.06 1.11
H 1.02 -2.80 -0.46
H 3.24 -2.29 -0.57
H 2.80 -2.62 1.11
H 5.08 -1.49 0.80
H 4.21 -1.41 2.34
H 5.71 0.62 1.13
H 4.47 0.04 -0.90
H 3.58 1.38 -0.18
H 2.79 0.95 2.15
H 1.91 -0.54 2.46
S -1.33 1.12 -3.51
C -0.96 2.64 -2.96
N -1.30 3.79 -3.63
C -0.94 5.02 -3.19
C -0.23 5.15 -2.04
C 0.09 3.96 -1.36
N -0.28 2.78 -1.79
H -1.81 3.68 -4.49
H -1.25 5.86 -3.79
H 0.07 6.11 -1.67
H 0.65 3.97 -0.43
O -5.97 -0.85 -1.78
S -5.07 -0.57 -0.70
O -5.16 -1.94 0.35
N -3.56 -0.55 -1.19
C -2.55 -1.17 -0.56
O -1.40 -1.17 -1.05
C -2.79 -1.87 0.71
C -1.74 -2.20 1.55
C -2.00 -2.85 2.75
C -3.32 -3.19 3.13
C -4.38 -2.87 2.33
C -4.12 -2.21 1.11
H -0.73 -1.95 1.24
H -1.17 -3.11 3.40
H -3.50 -3.69 4.07
H -5.40 -3.12 2.59
*
```

=====

[11]
DFT (ωB97M-V/def2-TZVPD) results for a molecular structure, C16H18MnN6O2S2.

- gap between HOMO and LUMO (spin up / spin down) (eV) = 2.545 / 5.009
- LUMO energy (spin up / spin down) (eV) = -12.950 / -10.494
- E_HOMO (spin up / spin down) (eV) = -15.50 / -15.50
- strongest force on any atom (eV/Å) = 1.210
- expectation value of S² = 6.26

Structure (ORCA input):
```
! wB97M-V def2-TZVPD RIJCOSX def2/J DEFGRID3
* xyz 3 5
Mn -0.12 1.40 0.64
C 4.28 -0.05 -0.05
O 3.47 -0.33 1.13
C 2.32 0.20 1.30
O 1.75 1.03 0.53
N 1.68 -0.19 2.42
N 0.39 0.32 2.64
H 5.30 0.08 0.31
H 3.94 0.84 -0.56
H 4.23 -0.92 -0.70
H 2.11 -0.82 3.08
H 0.39 0.87 3.49
H -0.24 -0.47 2.80
S -0.07 2.41 -1.67
C -0.10 3.87 -0.82
N 0.01 5.07 -1.44
C 0.04 6.23 -0.75
C -0.06 6.20 0.61
C -0.20 4.95 1.21
N -0.22 3.81 0.52
H 0.09 5.07 -2.45
H 0.15 7.15 -1.32
H -0.02 7.10 1.20
H -0.29 4.88 2.29
S -5.90 -1.16 -0.57
C -4.41 -0.45 0.01
C -4.26 0.38 1.13
C -3.07 1.02 1.36
N -1.99 0.86 0.56
C -2.11 0.01 -0.50
C -3.28 -0.63 -0.81
C -6.65 -2.00 0.82
C -7.02 -3.31 0.52
C -7.60 -4.06 1.54
N -7.79 -3.56 2.74
C -7.46 -2.32 3.03
C -6.89 -1.48 2.08
H -5.09 0.57 1.80
H -2.97 1.70 2.19
H -1.23 -0.15 -1.12
H -3.34 -1.26 -1.68
H -6.87 -3.73 -0.46
H -7.91 -5.09 1.36
H -7.67 -1.97 4.03
H -6.68 -0.45 2.34
*
```

=====

> Look up the strongest force on any atom of the eighth one.

1.914 eV/Å

=====

What did the third record say?
DFT (ωB97M-V/def2-TZVPD) results for 4 unconnected molecules or ions with the total composition C16H18Cl4N2O4.

- gap between HOMO and LUMO (eV) = 9.455
- relative energy (zero: lowest compared OMol25 entry of this formula, charge and spin) (eV) = 0.233
- LUMO energy (eV) = -0.716
- SMILES string = O=[N+]([O-])c1ccccc1.O=[N+]([O-])c1ccccc1.ClCCCl.ClCCCl
- E_HOMO (eV) = -10.17
- strongest force on any atom (eV/Å) = 2.075

Structure (ORCA input):
```
! wB97M-V def2-TZVPD RIJCOSX def2/J DEFGRID3
* xyz 0 1
Cl -4.30 1.32 6.86
C -3.50 1.71 5.32
C -2.89 0.47 4.70
Cl -2.15 0.90 3.14
H -2.77 2.48 5.56
H -4.20 2.16 4.61
H -3.62 -0.31 4.51
H -2.11 0.03 5.31
Cl -4.16 -2.58 -0.92
C -2.46 -1.99 -0.99
C -2.23 -0.86 0.00
Cl -3.40 0.46 -0.16
H -2.25 -1.69 -2.01
H -1.92 -2.87 -0.67
H -1.21 -0.47 -0.09
H -2.28 -1.23 1.03
C 0.98 -1.22 2.97
C 1.90 -0.37 2.34
C 2.27 -0.63 1.03
C 1.67 -1.65 0.31
C 0.74 -2.49 0.93
C 0.45 -2.29 2.28
N 1.97 -1.78 -1.12
O 2.91 -1.17 -1.58
O 1.26 -2.55 -1.73
H 0.74 -0.90 3.97
H 2.32 0.43 2.93
H 2.97 0.06 0.57
H 0.18 -3.21 0.36
H -0.29 -2.95 2.70
C 3.17 2.95 -3.60
C 2.99 2.30 -4.82
C 1.99 1.35 -4.90
C 1.21 1.05 -3.79
C 1.44 1.65 -2.55
C 2.30 2.73 -2.52
N 0.06 0.16 -3.94
O -0.26 -0.19 -5.05
O -0.54 -0.14 -2.93
H 3.94 3.69 -3.39
H 3.71 2.39 -5.62
H 1.85 0.77 -5.80
H 0.92 1.28 -1.68
H 2.62 3.20 -1.59
*
```